Entry 1:
Below is a structure of composition C11H20AgBN6S, with properties calculated with the ωB97M-V functional and the def2-TZVPD basis.

E_tot   -36184.6734 eV
Spin multiplicity   1
HOMO   -8.539 eV
HOMO-LUMO gap   9.011 eV

Geometry as XYZ:
```
40
C11H20AgBN6S (the ωB97M-V functional and the def2-TZVPD basis)
H -3.2139 -2.3411 -0.3276
C 1.0464 -2.2448 -1.1461
C 1.6574 -2.3155 -2.5417
H 2.5586 -2.9284 -2.5341
C 2.5927 2.6427 -1.3509
C -2.2512 3.5532 1.3727
H -3.1172 0.0992 -0.5333
H -0.6940 3.3876 2.9754
N 1.9465 -1.6623 -0.1571
H 1.5674 2.1903 0.4928
H 0.4968 2.2940 -0.8988
N -1.9423 1.4292 0.8163
C -1.9253 -3.3511 1.2030
C -2.4420 -2.3331 0.4234
H 2.3512 -2.2606 0.5427
C 1.4821 1.9619 -0.5673
H -2.6276 4.5601 1.4161
C -2.6542 2.5328 0.5336
H 1.9304 -1.3242 -2.9057
H -0.3440 -3.1177 2.7757
N -1.0913 1.6876 1.8294
H -3.4030 2.5101 -0.2401
Ag 0.5831 0.2235 2.3474
H 0.8855 0.1431 -1.4315
B -2.0094 0.1393 -0.0554
C -1.2694 2.9615 2.1688
C -0.9736 -2.7107 1.9997
H -1.1851 0.2008 -0.9581
N -1.8242 -1.1842 0.7456
H 0.1073 -1.6850 -1.1520
H 0.7921 -3.2412 -0.7881
H 2.5274 3.7244 -1.2304
N 1.5067 0.5110 -0.7269
S 2.9530 0.1302 1.5150
H 0.9473 -2.7522 -3.2441
H -2.2143 -4.3875 1.2121
H 3.5656 2.3132 -0.9856
H 2.5218 2.4121 -2.4149
C 2.0805 -0.3558 0.1062
N -0.9177 -1.4124 1.7141
```

---

Entry 2:
Below is a cluster of 9 separate species, C36H62Cl16N4OS2 in total, with properties calculated with the ωB97M-V functional and the def2-TZVPD basis.

E_tot   -268375.7735 eV
Spin multiplicity   1
Structure (SMILES)   CCCCNc1nc2cc(S)c(CNC)c(C[C@H]3CO3)c2nc1CCCS.ClCCCl.ClCCCl.ClCCCl.ClCCCl.ClCCCl.ClCCCl.ClCCCl.ClCCCl
HOMO   -7.957 eV
HOMO-LUMO gap   8.161 eV

Geometry as XYZ:
```
121
C36H62Cl16N4OS2 (the ωB97M-V functional and the def2-TZVPD basis)
H 3.5225 -9.7779 -4.0262
Cl -3.5645 -0.1590 -3.1467
H 0.0289 7.0481 2.6220
H 3.6302 3.7295 7.4052
C -3.6332 -0.2694 0.9176
H 7.2770 -3.1628 -0.6409
H 2.1762 0.6010 1.6186
H -10.5201 -2.3904 -0.4235
H -4.2944 4.4640 1.2777
H 4.1118 3.0868 -0.0097
C -0.1196 -0.7635 0.6227
H 2.1114 -4.0818 1.0095
H 4.8692 -3.0025 -1.3755
C 1.7699 -3.7274 1.9773
H 5.8558 1.2386 -1.6776
C 5.3636 -3.9467 -1.1671
C 3.8606 2.5240 2.0390
C -3.6374 -1.5194 3.4247
H -6.2389 1.7442 -0.5290
H -5.4081 -0.5235 -1.1803
H -3.0915 -1.9069 4.2729
H 1.4146 2.4528 -3.1505
C -3.5801 0.1196 -4.9053
H -4.1951 -0.6071 3.5569
H -2.8686 0.9184 -5.1091
C 0.4555 6.2656 1.9962
Cl 5.3089 -0.8808 -2.5664
H 1.3643 5.9020 2.4691
H -6.4422 1.3114 1.8270
H 3.3036 0.7833 -3.3044
C 1.5229 3.6773 6.9490
O -4.8434 -2.3618 3.1476
H -5.1297 -1.8095 0.7052
H 4.0804 -3.3304 2.5844
C -4.0679 -1.7086 0.8668
Cl 4.1372 -5.0952 -0.5739
S -5.1719 3.4568 1.3603
H 6.9132 -4.7196 0.1137
N -0.4422 1.5918 0.8796
C 6.2867 0.6124 -2.4553
Cl -9.8335 -2.3718 -2.6778
H -6.5599 0.3313 -2.1748
H -3.2027 -3.2794 2.2219
H -0.2012 7.0787 0.1108
H 2.0719 3.2900 -4.5612
H 1.6542 2.9215 0.4801
C -4.9465 0.5203 -5.3984
Cl 1.6120 5.0277 5.7871
H -11.8808 -2.5192 -1.5433
H 6.1851 1.1268 -3.4070
H 1.6886 -1.4597 -0.1409
H 0.4451 -2.7274 -0.0304
Cl -9.7713 0.3789 -0.6878
Cl 3.4036 3.5877 -2.6395
C -2.6912 2.3476 1.0996
N -1.3834 -1.0757 0.6564
H 1.1785 4.0963 7.8929
H 3.5887 -7.2695 -4.3207
H 3.6487 1.6058 2.5942
Cl 7.9917 -0.3432 -0.5431
Cl 5.3541 -9.2874 -5.4041
H -11.5396 -0.0938 -2.1717
H -3.2310 -0.7871 -5.3926
Cl 3.3977 2.1100 5.7085
C -1.7771 1.3019 0.9187
Cl -6.1197 -0.8159 -5.2842
H 3.1193 4.5688 2.0557
C -4.5407 0.7719 1.0569
C 0.8834 -1.8677 0.4644
H 0.8909 -4.2706 2.3004
H 2.7817 2.2840 7.9618
C 3.6727 2.2602 0.5468
C -6.0497 0.5919 1.1086
H 3.4169 -7.7899 -2.6415
H 4.2141 1.3623 0.2392
H -6.3373 -0.3900 1.4631
H 8.1346 -0.4071 -2.8988
H 3.1469 3.7370 3.6567
C 2.2136 2.0522 0.1463
H 5.0268 -9.6835 -3.1046
Cl 1.6129 5.6755 -0.4197
Cl 5.9774 -2.8974 1.2862
H 5.7486 -4.3515 -2.0999
N 1.7539 0.7940 0.7221
C -10.9498 -1.9928 -1.3392
C -3.8154 -2.3903 2.2348
C 7.7369 0.3096 -2.1848
H 2.2215 0.7648 -4.6974
C 2.9505 1.3621 -4.1525
H -11.9950 -0.3403 -0.4830
Cl -0.7157 4.9214 1.9717
C -6.4206 -0.1207 -1.1964
H -7.1190 -0.9532 -1.1349
H 0.8579 -1.9097 2.6512
H 0.7763 2.9747 6.5883
H 1.9294 3.3213 2.4946
C 1.5041 -2.2193 1.8305
C 4.0833 -7.7875 -3.5034
H 1.3379 7.7139 0.7016
C 2.3241 2.6589 -3.7131
C 4.4350 -9.2030 -3.8792
C 2.8578 3.0079 7.1523
H -4.8886 0.8054 -6.4476
H 2.4629 -1.7305 1.9706
H -5.3406 1.3603 -4.8319
H -3.4643 -2.2717 0.1656
Cl 5.5158 -6.8372 -3.0414
H -2.3464 3.3677 1.1910
S 3.1051 -4.0608 3.1603
C 6.4904 -3.7647 -0.1885
H 4.8995 2.7539 2.2693
C 0.3612 0.5871 0.7389
C -11.2150 -0.5141 -1.2231
H 2.1773 1.9718 -0.9389
C -2.2331 -0.0146 0.8254
N -6.6806 0.8998 -0.1850
H 8.3194 1.2264 -2.2545
Cl 4.3321 1.6248 -5.2539
C 2.9685 3.6356 2.5910
C 0.7234 6.8189 0.6196
C -4.0503 2.1059 1.1542
```

---

Entry 3:
Below is a cluster of 4 separate species, C40H72N6O4S in total, with properties calculated with the ωB97M-V functional and the def2-TZVPD basis.

E_tot   -70603.2119 eV
Spin multiplicity   4
HOMO (spin up / spin down)   -9.922 / -11.041 eV
HOMO-LUMO gap (spin up / spin down)   7.766 / 8.878 eV
<S²>   3.7625
Charge   +1

Geometry as XYZ:
```
123
C40H72N6O4S (the ωB97M-V functional and the def2-TZVPD basis)
H 0.3847 0.9892 -4.1572
C 1.6038 -5.2151 -4.6861
H -0.3493 -6.6817 -5.7164
H -4.4255 2.5020 6.9190
H 2.4536 3.9812 -2.8805
H 0.4467 -7.6526 -0.3164
H 1.3089 -4.7632 -5.6331
H -0.0051 7.0855 -3.5491
H -0.7820 -4.2012 -4.9837
C 0.2588 -2.6877 1.5840
H -4.6290 4.1790 7.4192
C -0.5646 2.8156 5.5204
H -2.1681 0.9947 2.1854
H -1.4974 5.6445 6.6604
H 1.3525 -9.3613 -2.8161
N -1.9963 -0.2215 0.4152
H 1.8078 2.2637 -0.0099
C 2.1640 -1.2013 1.6656
C -4.1779 3.5300 6.6691
H -1.7635 5.1630 -2.1689
H -0.5522 1.7937 1.2715
H -1.6185 4.5590 -5.7384
N -0.0738 3.6507 -3.5684
H 2.2326 2.0800 2.0622
C 1.0881 3.0571 -4.3133
C 0.4601 6.1042 -3.4598
H -0.3726 2.4409 -0.3400
C -2.4875 0.1608 1.5844
O -1.0728 2.8322 -3.5362
C 1.3334 1.3719 0.4094
H 3.0137 0.1258 3.0750
C -0.6385 -4.5315 -3.9546
C -3.5973 -1.6272 0.9379
C 2.8871 -7.1804 -2.6842
C -0.7180 5.1173 -5.4652
C -0.5287 5.0348 -3.9481
N -2.0636 2.8910 5.6031
C -1.8537 5.3088 -3.2466
N 1.7559 1.2203 1.8193
H -1.3498 0.6843 -1.3290
C 0.0320 4.1074 4.9441
H 0.0183 2.4778 -6.0832
H 3.2861 -6.1903 -2.4606
H 0.0132 4.9447 5.6332
H -2.1373 6.3451 -3.4293
C -0.5399 3.4171 8.0105
C 2.7427 0.1455 2.0137
C 1.2514 1.5984 -3.9074
N -3.4651 -0.6782 1.9247
O -2.6206 1.7369 5.5582
H -0.2215 -8.6692 -2.4600
C 1.4191 -7.3001 -2.2393
H 3.4831 -7.9107 -2.1379
H -2.4976 -1.8563 -0.9288
H -3.5876 -0.2381 4.2136
C 0.0138 2.5184 6.9068
C -2.4634 5.2627 6.3431
H -1.6062 -4.8148 -3.5489
H -0.4884 0.7201 4.9430
H 1.3827 6.1440 -4.0296
C -0.9079 0.3819 -0.3775
H 1.1003 2.6144 6.8509
C 2.3870 -3.4359 0.7817
H -0.2528 -3.6920 -3.3732
H 1.6880 0.5308 -0.1878
C 0.7365 -8.4692 -2.9496
H 2.1021 1.1745 -4.4402
H -0.0797 -9.0356 -4.8555
C -2.6740 3.7722 6.6561
O 4.2821 -1.9776 0.8665
H -1.2989 -7.0363 -4.2834
H -4.3186 -2.4251 0.9834
C -2.0664 3.4115 8.0124
C 0.4935 -8.2082 -4.4351
H -0.1987 1.4756 7.1618
H -0.9023 6.1609 -5.7277
H 0.5965 -4.6200 0.7305
H 4.8246 -2.3544 1.5672
H 2.1279 -4.4589 -4.1000
H -0.6806 1.8482 3.5914
H 2.5867 4.6742 -4.4992
C 1.0430 -3.6724 1.0045
H -0.2017 -0.4183 -0.5986
H 2.0047 -8.4371 -0.5194
N 0.6416 -6.0461 -2.5181
C -0.1889 1.5578 0.2738
H -2.4484 4.1137 8.7561
C 2.4104 3.7562 -3.9470
C 2.9466 -2.2145 1.1251
H 1.4387 1.5005 -2.8347
H 3.0431 -7.3847 -3.7390
H -3.2144 5.8445 6.8758
S -4.4882 -0.6657 3.3102
H -0.4911 4.4014 4.0326
C 0.3460 -5.6947 -3.9475
H 1.4386 -8.1879 -4.9834
C -0.2762 -6.9052 -4.6499
C -0.2005 1.6976 4.5599
H 3.2416 3.0917 -4.1810
H 1.7221 2.8143 -6.3433
O -0.4042 -5.9503 -1.7784
H 0.8742 1.6822 4.3910
C 0.4620 4.5728 -6.2674
H 0.1972 4.5525 -7.3253
H 3.0129 -4.1908 0.3250
H -2.4188 2.4176 8.3049
H 1.3216 5.2426 -6.1853
H 1.0781 3.9317 4.6923
H 1.9290 -6.6964 -0.2222
H -0.1567 4.4349 7.9034
H 2.3035 -6.0088 -4.9246
C 0.8305 3.1613 -5.8165
H 3.6747 0.3292 1.4707
H -0.1786 3.0601 8.9756
C 1.4425 -7.5288 -0.7353
C -2.6773 -1.3330 -0.0067
H 0.2274 -0.6736 2.3457
H -0.7868 -2.8826 1.7887
H -4.6192 3.7665 5.6997
C 0.8185 -1.4618 1.8942
H -2.5835 5.4624 5.2780
H -2.6507 4.6679 -3.6132
H 0.7106 5.9454 -2.4099
```

---

Entry 4:
Below is a cluster of 2 separate species, C4H16N3 in total, with properties calculated with the ωB97M-V functional and the def2-TZVPD basis.

E_tot   -8870.9073 eV
Spin multiplicity   1
HOMO   -13.206 eV
HOMO-LUMO gap   10.249 eV
Charge   +1

Geometry as XYZ:
```
23
C4H16N3 (the ωB97M-V functional and the def2-TZVPD basis)
H -1.6504 -1.3309 -1.0796
H -2.7186 -0.7917 -2.3803
C 0.6205 2.0397 -0.6422
H -1.4183 1.6222 -2.2029
N -0.3685 0.9062 -0.5033
H -0.1960 -1.2618 2.4016
H -2.8921 -0.1170 -0.6546
C 1.5022 -0.9129 1.4628
N 0.8069 -1.4611 0.2525
H -0.9715 1.1178 0.3382
H 1.9589 0.1051 1.1202
H 1.3907 1.7439 -1.3599
H 2.4249 -1.5256 1.6947
H 0.1960 0.0444 -0.2392
H -0.4310 0.1173 -2.4575
H 0.0884 2.9750 -0.9279
H 0.3892 0.2184 2.9002
H 1.4660 -2.0276 -0.3011
C -2.1591 -0.3988 -1.4637
C -1.0886 0.6440 -1.7586
H 0.1045 -2.1900 0.5552
H 1.0623 2.1423 0.3918
N 0.6969 -0.7412 2.6238
```

---

Entry 5:
Below is a cluster of 6 separate species, CH12O6 in total, with properties calculated with the ωB97M-V functional and the def2-TZVPD basis.

E_tot   -13515.6467 eV
Spin multiplicity   1
Structure (SMILES)   C=O.O.O.O.O.O
HOMO   -10.337 eV
HOMO-LUMO gap   10.911 eV

Geometry as XYZ:
```
19
CH12O6 (the ωB97M-V functional and the def2-TZVPD basis)
H -1.0688 -2.8478 -2.4551
H 1.3872 -0.5214 -0.5243
H -1.6612 1.7533 0.4658
H 0.3613 2.0093 -1.4211
O -1.6510 1.3895 1.4006
H 1.2568 0.4937 3.7012
O 2.2581 -1.5553 0.9755
H 1.5765 -2.2946 0.7894
O -0.2906 2.7479 -1.2689
O -1.5050 -2.1105 -0.6291
H 0.2247 0.5575 2.4144
O 1.4168 0.2126 -1.2193
H 2.0626 0.0174 -1.8888
H -0.4200 3.1247 -2.2092
H -2.7189 -1.9652 -2.3848
O 1.2182 0.4114 2.7017
H -2.5099 1.8155 1.7512
H 1.8138 -0.9708 1.5990
C -1.7507 -2.2673 -1.7983
```

---

Entry 6:
Below is a cluster of 10 separate species, H21O10 in total, with properties calculated with the ωB97M-V functional and the def2-TZVPD basis.

E_tot   -20806.7241 eV
Spin multiplicity   1
HOMO   -13.992 eV
HOMO-LUMO gap   10.805 eV
Charge   +1

Geometry as XYZ:
```
31
H21O10 (the ωB97M-V functional and the def2-TZVPD basis)
O -2.3461 1.2394 -0.0287
H -0.5618 -2.8307 2.4410
H 1.0894 -3.1046 -3.1532
H -2.4890 -2.1029 1.0949
H 1.5201 -0.9322 1.3492
O -0.1081 0.4929 0.8400
O 3.0674 2.2942 -2.3950
O 1.9639 -0.0784 1.7729
O -1.0151 -0.1061 -1.7539
H -1.6430 -1.6098 -0.0035
H 0.6138 1.7837 3.7456
O -0.4454 2.2204 -2.0993
O 0.2937 -2.3391 2.6515
O -1.5624 -2.2237 0.6191
O 0.3646 0.8469 3.3942
H -0.8576 0.6989 1.5988
H -2.6417 1.3397 -0.8811
H 2.5794 2.0218 -3.0658
H 0.3182 1.7390 -2.6137
H 2.6221 2.1863 -1.5769
O 0.7466 -2.1926 -3.1937
H 1.8592 0.6391 1.0929
H -0.9706 -0.9364 -2.1674
H 0.6727 0.4062 4.2208
H -1.6777 0.2852 -2.3470
H -0.6885 3.0894 -2.4296
H 1.3045 -1.8262 -3.8879
H -0.6133 0.3958 0.0552
H 0.3952 -2.4569 3.6139
H -3.0120 0.9211 0.6700
H 1.2213 0.1396 2.4365
```

---

Entry 7:
Below is a structure of composition C32H26CeIN6O10Se, with properties calculated with the ωB97M-V functional and the def2-TZVPD basis.

E_tot   -149402.5517 eV
Spin multiplicity   2
HOMO (spin up / spin down)   -2.644 / -3.099 eV
HOMO-LUMO gap (spin up / spin down)   6.287 / 6.741 eV
<S²>   0.7505
Charge   -2

Geometry as XYZ:
```
77
C32H26CeIN6O10Se (the ωB97M-V functional and the def2-TZVPD basis)
C 2.4664 -1.7303 0.3729
C -3.5017 -3.6509 0.8210
C -4.2331 -2.8645 1.6979
O -0.1073 -0.0059 -4.5411
C 1.0992 -0.7749 2.1305
O -4.2836 2.5030 -1.4875
N 2.0424 -0.9331 3.0328
N 0.4099 3.4764 1.2353
C 2.2359 -2.9310 -3.1426
H -3.3036 5.6281 2.7469
C 1.7594 1.9447 0.4463
I -0.7780 -2.9068 -3.4238
C -2.1058 7.3334 4.4498
H -1.0041 -0.8936 2.5469
N 1.8932 -2.6178 -1.8032
H 5.3225 -2.7647 1.9150
H -4.6225 -0.8053 2.2249
C -2.6722 -3.0440 -0.1135
O 2.0808 1.6024 -5.2401
H -5.0848 -4.5461 2.7443
C 1.1776 -3.1205 -4.0327
H -1.0890 3.1545 -0.3060
C -1.4649 6.3339 3.6195
H 2.9144 -3.7500 -6.8718
H -4.9404 -3.0811 3.7199
H 3.7894 -1.9615 -1.3466
C -1.6144 4.5644 1.9993
H 5.2158 -0.8154 -0.0929
H 4.8072 -3.4798 -5.2904
H 4.3749 -2.9666 -2.9362
O 5.7279 -1.3727 0.5036
C 2.7282 -3.5356 -5.8268
H -3.5674 -4.7324 0.8564
C -0.1973 -0.1543 2.5501
H 4.7862 -3.2099 0.2979
C -3.7735 0.2817 -2.3543
C 1.2354 -1.1535 0.7418
Ce -0.5419 0.1762 -2.0467
C -3.4611 1.6073 -1.6075
C 3.5394 -3.0834 -3.6131
O -4.9050 -0.1862 -2.3247
O -2.7423 -0.2537 -2.9117
C -0.1294 2.8994 0.1174
H 0.5996 -3.5010 -6.0594
H -0.5110 0.6176 1.8443
O 0.2672 -0.8917 -0.0519
O 0.1349 2.2655 -3.3426
Se 1.0468 1.0998 -4.1005
N -2.5299 -1.7301 -0.2280
C 3.4776 -1.8542 1.3500
H -2.0791 -3.6502 -0.7903
N -2.6115 8.1236 5.1151
H 0.5096 6.8258 4.3156
C 0.5370 5.2461 2.8743
C 2.7590 -2.1312 -1.0141
O -2.2521 1.6557 -1.1202
N 0.6475 1.9795 -0.3692
C 3.2174 -1.4636 2.6429
C -0.2249 4.4312 2.0403
C 3.7864 -3.3812 -4.9416
C -0.0830 6.1933 3.6690
H 1.6131 5.1475 2.8828
H -3.1052 0.0977 0.5054
C 1.4279 -3.4025 -5.3706
C 4.8437 -2.3821 1.0128
H 2.5628 1.2501 0.2669
C -3.2342 -0.9734 0.6149
C -4.0813 -1.4885 1.5806
H -2.2099 3.9185 1.3676
C 1.6485 2.8678 1.4307
C -5.1608 -3.4584 2.7193
H 2.2777 3.0958 2.2719
H -0.0893 0.2618 3.5512
H 3.9861 -1.5811 3.4012
C -2.2282 5.5240 2.7836
H -6.1990 -3.2018 2.4973
O 1.7737 0.3096 -2.8065
```

---

Repeat the fourth record exactly.
Below is a cluster of 2 separate species, C4H16N3 in total, with properties calculated with the ωB97M-V functional and the def2-TZVPD basis.

E_tot   -8870.9073 eV
Spin multiplicity   1
HOMO   -13.206 eV
HOMO-LUMO gap   10.249 eV
Charge   +1

Geometry as XYZ:
```
23
C4H16N3 (the ωB97M-V functional and the def2-TZVPD basis)
H -1.6504 -1.3309 -1.0796
H -2.7186 -0.7917 -2.3803
C 0.6205 2.0397 -0.6422
H -1.4183 1.6222 -2.2029
N -0.3685 0.9062 -0.5033
H -0.1960 -1.2618 2.4016
H -2.8921 -0.1170 -0.6546
C 1.5022 -0.9129 1.4628
N 0.8069 -1.4611 0.2525
H -0.9715 1.1178 0.3382
H 1.9589 0.1051 1.1202
H 1.3907 1.7439 -1.3599
H 2.4249 -1.5256 1.6947
H 0.1960 0.0444 -0.2392
H -0.4310 0.1173 -2.4575
H 0.0884 2.9750 -0.9279
H 0.3892 0.2184 2.9002
H 1.4660 -2.0276 -0.3011
C -2.1591 -0.3988 -1.4637
C -1.0886 0.6440 -1.7586
H 0.1045 -2.1900 0.5552
H 1.0623 2.1423 0.3918
N 0.6969 -0.7412 2.6238
```